{
  "formula": "C32H45BF10N3O11",
  "method": "wB97M-V/def2-TZVPD",
  "total_charge": 1,
  "fmax_ev_per_a": 2.48,
  "e_tot_ev": -88754.8721,
  "symbols": ["C", "C", "C", "C", "C", "N", "C", "N", "C", "C", "O", "C", "C", "F", "F", "C", "F", "F", "C", "F", "F", "C", "F", "F", "C", "C", "F", "N", "C", "C", "C", "O", "O", "C", "C", "O", "C", "C", "F", "C", "C", "O", "B", "O", "O", "H", "H", "H", "H", "H", "H", "H", "H", "H", "H", "H", "H", "H", "H", "H", "H", "H", "H", "H", "H", "H", "H", "H", "H", "H", "H", "H", "H", "H", "H", "H", "H", "H", "O", "C", "O", "C", "C", "C", "H", "H", "H", "H", "H", "H", "O", "C", "O", "C", "C", "C", "H", "H", "H", "H", "H", "H"],
  "positions_angstrom": [[-4.985617, 2.327296, -4.938276], [-4.469654, 2.755094, -3.969287], [-3.880997, 3.402582, -2.787582], [-2.480015, 2.846256, -2.513402], [-2.528601, 1.355985, -2.120892], [-1.781663, 1.091074, -0.852754], [-0.968897, -0.029193, -0.904226], [0.303441, 0.145789, -1.174152], [1.227921, -0.982902, -1.203282], [1.592320, -1.473613, 0.198332], [2.117491, -0.413186, 0.978636], [2.778648, -0.875615, 2.137625], [2.217966, -0.255920, 3.420499], [1.463586, -1.209988, 4.069458], [3.237690, 0.079955, 4.271155], [1.260026, 0.955823, 3.275324], [0.873940, 1.269326, 4.557221], [0.128843, 0.584356, 2.601678], [1.881626, 2.250397, 2.655046], [1.244588, 2.485316, 1.466339], [3.206444, 2.075924, 2.420622], [1.679019, 3.519897, 3.517635], [2.306583, 4.532458, 2.836358], [0.342091, 3.795949, 3.566366], [0.772268, 1.517599, -1.459901], [2.267591, 1.666637, -1.585755], [0.225188, 1.853139, -2.691037], [-1.450520, -1.279585, -0.643286], [-2.780675, -1.377416, -0.057945], [-3.954884, -1.460035, -1.078185], [-3.630021, -1.789455, -2.499732], [-4.051231, -1.168600, -3.423369], [-2.882732, -2.912192, -2.672142], [-2.574387, -3.171249, -4.040870], [-1.468270, -2.411214, -4.685896], [-3.199091, -4.005282, -4.582243], [-2.854315, -2.683508, 0.800953], [-1.617033, -3.038317, 1.585817], [-3.937532, -2.554461, 1.662105], [-3.011695, -0.210764, 0.916653], [-2.557855, 1.158021, 0.382610], [-3.622409, 2.057871, 0.179619], [-3.822399, 2.902956, 1.272070], [-4.246200, 2.418632, 2.497293], [-3.536872, 4.221778, 1.144831], [-5.491939, 1.876656, -5.760561], [-3.807402, 4.468965, -2.980283], [-4.518783, 3.191545, -1.932902], [-1.960053, 3.418773, -1.751006], [-1.885331, 2.932325, -3.419166], [-2.060141, 0.757246, -2.897646], [-3.570718, 1.064107, -2.049332], [2.130972, -0.685314, -1.715815], [0.839722, -1.822981, -1.772342], [2.301937, -2.290667, 0.079922], [0.684317, -1.802770, 0.699867], [2.620158, -1.947203, 2.258194], [3.855962, -0.728612, 2.082454], [2.120391, 3.454500, 4.508343], [0.395851, 2.195478, -0.707849], [2.662055, 1.098871, -2.422850], [2.434612, 2.714158, -1.826883], [2.794631, 1.459009, -0.665405], [-1.249136, -1.965342, -1.364257], [-4.621395, -2.253797, -0.739184], [-4.545952, -0.553046, -1.046836], [-1.612803, -1.347979, -4.485373], [-0.483601, -2.700123, -4.320945], [-1.554391, -2.546374, -5.754638], [-3.102521, -3.504855, 0.125518], [-1.217818, -2.209929, 2.164450], [-1.851140, -3.862660, 2.253087], [-0.860533, -3.406869, 0.896425], [-4.041413, -0.211336, 1.242530], [-2.387037, -0.415587, 1.785335], [-1.895166, 1.586600, 1.141432], [-5.038109, 1.878167, 2.436421], [-3.559811, 4.628465, 2.018269], [3.318540, -3.198381, -3.797666], [2.759900, -3.964960, -4.523517], [1.451898, -3.823404, -4.859924], [1.026548, -4.955947, -5.659607], [2.305619, -5.526287, -6.254488], [3.329219, -5.211922, -5.165630], [0.516255, -5.663746, -5.003894], [0.327153, -4.606376, -6.414204], [2.225151, -6.581666, -6.501816], [2.561947, -4.985436, -7.165492], [3.379115, -5.995449, -4.407969], [4.323195, -5.017309, -5.556255], [3.338545, 5.115110, 7.926289], [3.856002, 4.137758, 7.490780], [3.497728, 3.596644, 6.288619], [4.208326, 2.368332, 6.061514], [5.450300, 2.454067, 6.939877], [4.941988, 3.284830, 8.120201], [3.557990, 1.537853, 6.342009], [4.443925, 2.291407, 5.001997], [5.845871, 1.479166, 7.215499], [6.235451, 3.001027, 6.417172], [4.485724, 2.665665, 8.893377], [5.709163, 3.914088, 8.559912]],
  "forces_ev_per_angstrom": [[-1.096, -1.200, -1.868], [0.861, 1.278, 1.941], [0.387, -0.574, -0.381], [0.058, -0.309, -0.222], [0.276, 0.728, -0.227], [-0.127, -0.249, 0.122], [-0.186, -0.055, 0.068], [-0.038, 0.032, -0.161], [0.622, -0.233, 0.423], [-0.714, 0.375, -0.156], [0.560, 0.156, -0.182], [-0.097, -0.315, 0.113], [-0.133, -0.495, 0.292], [0.335, 0.438, -0.243], [-0.634, -0.130, -0.499], [-0.396, 0.220, 0.837], [0.190, -0.182, -0.769], [0.778, 0.169, 0.386], [-0.697, 0.242, -0.480], [0.570, -0.177, 0.289], [-0.508, -0.039, 0.007], [0.143, 0.599, -0.611], [-0.464, -0.537, 0.362], [0.780, -0.235, 0.024], [0.629, -0.070, -0.572], [-0.168, 0.336, -0.213], [0.044, 0.023, 0.166], [-0.063, 0.913, -0.383], [-1.251, -0.530, 0.599], [0.190, -0.164, 0.508], [-0.392, 0.117, 0.061], [-0.056, 0.346, -0.635], [0.750, 0.415, 0.546], [0.002, -0.273, -0.560], [-0.152, 0.872, 0.623], [-0.496, -0.771, -0.208], [0.399, -0.150, -0.391], [-0.098, -0.148, -0.137], [-0.019, 0.090, -0.096], [0.992, -0.232, -0.334], [-0.487, 0.258, 0.673], [0.088, -0.127, -0.180], [-0.200, 0.221, 0.290], [-0.092, 0.226, -0.269], [0.391, -0.357, -0.008], [0.116, 0.101, -0.001], [-0.178, 0.157, 0.175], [-0.090, 0.320, 0.149], [-0.131, 0.050, 0.212], [0.037, 0.145, -0.080], [-0.049, -0.102, -0.053], [-0.011, -0.313, 0.171], [0.041, 0.106, -0.121], [-0.196, -0.037, -0.108], [0.086, -0.101, 0.072], [0.001, -0.445, 0.022], [0.015, -0.098, 0.045], [0.027, 0.380, -0.039], [-0.188, 0.009, 0.158], [-0.394, -0.041, 0.054], [0.069, -0.147, -0.002], [-0.015, 0.101, 0.036], [0.037, -0.239, 0.198], [0.335, -0.307, 0.321], [-0.114, -0.031, 0.077], [0.011, 0.162, -0.317], [0.087, 0.069, 0.050], [-0.014, -0.143, -0.024], [0.133, -0.203, -0.139], [0.042, -0.127, 0.007], [0.034, 0.107, 0.088], [-0.070, -0.004, 0.144], [0.148, 0.044, -0.009], [-0.154, 0.123, -0.026], [-0.143, -0.002, 0.225], [0.149, -0.025, -0.015], [0.119, -0.312, 0.132], [-0.221, 0.305, -0.060], [-0.117, 0.333, 0.226], [0.175, -0.280, 0.054], [0.037, -0.173, -0.076], [-0.056, -0.046, -0.098], [0.108, 0.006, 0.039], [-0.264, 0.067, -0.379], [0.024, -0.005, 0.021], [-0.039, 0.116, 0.070], [-0.044, -0.015, 0.050], [-0.024, -0.004, -0.020], [0.071, 0.020, 0.035], [0.092, -0.018, 0.177], [-0.104, 0.156, -0.071], [0.069, -0.112, 0.285], [-0.027, -0.047, -0.164], [0.155, -0.100, 0.068], [-0.011, 0.085, 0.140], [0.176, -0.110, -0.455], [0.006, -0.011, 0.032], [-0.063, 0.077, -0.034], [-0.065, -0.025, 0.007], [0.001, -0.007, -0.021], [-0.001, 0.046, 0.063], [-0.099, 0.043, 0.165]]
}